Model 1:
This record from OMol25 describes an isolated molecule of C4H10FN. The level of theory is the ωB97M-V functional and the def2-TZVPD basis.

Computed properties:
- HOMO: -8.43 eV
- SMILES: CCNCCF

Structure (ORCA input):
```
! wB97M-V def2-TZVPD RIJCOSX def2/J DEFGRID3
* xyz 0 1
F 2.91 -0.28 -0.87
N 0.11 -0.54 -0.27
C -2.16 0.37 -0.57
C 2.34 0.07 0.33
C -1.33 -0.71 0.19
C 0.90 0.57 0.17
H -3.22 0.05 -0.72
H 0.54 0.94 1.16
H 0.57 -1.43 -0.43
H -1.36 -0.63 1.30
H 2.36 -0.81 0.96
H -1.66 -1.77 0.03
H -1.64 0.60 -1.54
H -2.16 1.34 -0.03
H 2.99 0.73 0.91
H 0.80 1.50 -0.61
*
```


Model 2:
This record from OMol25 describes an isolated molecule of C4H10FN. The level of theory is the ωB97M-V functional and the def2-TZVPD basis.

Computed properties:
- HOMO: -9.24 eV
- SMILES: C[C@@H](F)CCN

Structure (ORCA input):
```
! wB97M-V def2-TZVPD RIJCOSX def2/J DEFGRID3
* xyz 0 1
F -1.32 -1.42 -0.02
N 2.03 0.26 1.63
C 0.67 -0.04 1.34
C 0.41 0.18 -0.05
C -1.06 -0.05 -0.42
C -1.40 0.07 -1.94
H 0.72 1.16 -0.46
H -2.44 -0.04 -2.22
H 0.27 -1.10 1.50
H 0.94 -0.52 -0.64
H -0.88 -0.72 -2.46
H 0.02 0.65 1.97
H 2.68 -0.44 1.29
H 2.14 0.40 2.58
H -1.04 1.03 -2.27
H -1.73 0.59 0.19
*
```


Model 3:
This record from OMol25 describes a cluster of 2 separate species, C4H10FN in total. The level of theory is the ωB97M-V functional and the def2-TZVPD basis.

Computed properties:
- HOMO (alpha / beta): -10.76 / -10.50 eV

Structure (ORCA input):
```
! wB97M-V def2-TZVPD RIJCOSX def2/J DEFGRID3
* xyz 0 1
F 2.65 -0.03 1.78
N 0.87 0.90 1.20
C -0.17 -1.21 0.59
C -1.04 1.12 -0.03
C 0.26 0.18 0.20
C 1.11 0.14 -1.20
H 0.45 -1.61 1.33
H -1.27 1.11 -1.16
H -0.15 -1.96 -0.29
H -1.92 0.77 0.60
H -0.96 2.15 0.19
H 0.33 -0.26 -1.97
H 1.99 -0.39 -1.08
H -1.21 -1.12 0.90
H 1.22 1.12 -1.43
H 0.53 0.75 2.08
*
```


Short version: model 2 is the most stable of them.


Model 1:
This record from OMol25 describes the ion C5H9O with charge +1. The level of theory is the ωB97M-V functional and the def2-TZVPD basis.

Computed properties:
- HOMO: -16.63 eV

Structure (ORCA input):
```
! wB97M-V def2-TZVPD RIJCOSX def2/J DEFGRID3
* xyz 1 1
O 1.00 0.64 -0.48
C -1.25 0.24 0.27
C -0.26 1.23 -0.28
C 0.78 -0.81 -0.43
C -0.71 -1.03 -0.30
C 1.50 -0.16 0.72
H -0.16 2.05 0.42
H 1.17 0.09 1.80
H 1.35 -1.47 -1.26
H -0.83 -1.83 0.40
H -0.50 1.55 -1.41
H 2.62 -0.24 0.43
H -1.08 -1.01 -1.25
H -2.36 0.44 -0.03
H -1.26 0.30 1.40
*
```


Model 2:
This record from OMol25 describes a structure of composition C5H9O. The level of theory is the ωB97M-V functional and the def2-TZVPD basis.

Computed properties:
- HOMO (alpha / beta): -14.26 / -14.26 eV

Structure (ORCA input):
```
! wB97M-V def2-TZVPD RIJCOSX def2/J DEFGRID3
* xyz 1 1
O 1.96 0.51 -0.08
C -1.86 -0.29 -0.37
C -0.53 0.18 -0.34
C 0.56 -0.63 -0.49
C 3.30 0.05 0.30
C -2.93 0.40 0.26
H -2.27 -1.12 -0.90
H 3.72 0.59 1.17
H 3.26 -0.99 0.49
H -3.17 -0.20 1.14
H -2.93 1.47 0.53
H 4.02 0.28 -0.49
H -0.33 1.17 0.08
H 1.00 -1.61 -0.90
H -3.81 0.19 -0.39
*
```


Short version: model 1 is the most stable of them.


Model 1:
This record from OMol25 describes a cluster of 2 separate species, C3H10N2O in total. The level of theory is the ωB97M-V functional and the def2-TZVPD basis.

Computed properties:
- HOMO: -8.97 eV
- SMILES: CC=O.NCN

Structure (ORCA input):
```
! wB97M-V def2-TZVPD RIJCOSX def2/J DEFGRID3
* xyz 0 1
O 1.51 -0.81 -1.27
N -2.75 0.47 -0.65
N -1.00 -0.68 0.70
C 1.87 -0.58 -0.15
C 2.69 0.59 0.31
C -1.39 -0.01 -0.58
H 2.54 1.39 -0.41
H 2.29 0.93 1.26
H -2.95 1.05 0.14
H -1.04 0.02 1.44
H -1.19 -0.75 -1.36
H -3.50 -0.19 -0.72
H -0.75 0.87 -0.64
H -1.78 -1.27 0.94
H 1.70 -1.40 0.57
H 3.75 0.37 0.43
*
```


Model 2:
This record from OMol25 describes a cluster of 2 separate species, C3H10N2O in total. The level of theory is the ωB97M-V functional and the def2-TZVPD basis.

Computed properties:
- HOMO: -8.83 eV
- SMILES: [H]/N=C/NCC.O

Structure (ORCA input):
```
! wB97M-V def2-TZVPD RIJCOSX def2/J DEFGRID3
* xyz 0 1
O 0.66 2.24 1.72
N 0.32 -0.22 -0.08
N 1.14 -0.66 2.04
C 0.51 -1.03 0.99
C -0.75 -0.58 -1.05
C -0.64 0.23 -2.33
H -0.13 2.24 2.27
H 0.02 -2.01 0.96
H 0.17 -0.16 -2.95
H 0.74 0.69 0.06
H -0.71 -1.68 -1.14
H -1.65 -0.46 -0.44
H 1.11 1.46 2.07
H -0.42 1.19 -1.87
H 1.20 -1.43 2.69
H -1.56 0.19 -2.93
*
```


Short version: model 2 is the most stable of them.


Model 1:
This record from OMol25 describes a cluster of 2 separate species, C3H10N2O in total. The level of theory is the ωB97M-V functional and the def2-TZVPD basis.

Computed properties:
- HOMO: -8.44 eV
- SMILES: C=CN.NCO

Structure (ORCA input):
```
! wB97M-V def2-TZVPD RIJCOSX def2/J DEFGRID3
* xyz 0 1
O -1.16 -1.50 0.42
N -1.90 0.72 0.40
N 1.73 -0.70 -0.12
C 1.37 1.35 -1.41
C -1.98 -0.52 1.09
C 1.89 0.65 -0.39
H 2.60 -1.21 -0.11
H 2.64 1.10 0.26
H -0.97 1.11 0.54
H -1.13 -2.31 0.93
H 0.50 0.97 -1.93
H -1.89 0.56 -0.60
H 1.73 2.37 -1.52
H -2.99 -0.94 1.09
H 1.19 -1.25 -0.78
H -1.63 -0.41 2.12
*
```


Model 2:
This record from OMol25 describes an isolated molecule of C3H10N2O. The level of theory is the ωB97M-V functional and the def2-TZVPD basis.

Computed properties:
- HOMO: -8.85 eV
- SMILES: NC[C@H](N)CO

Structure (ORCA input):
```
! wB97M-V def2-TZVPD RIJCOSX def2/J DEFGRID3
* xyz 0 1
O -0.45 2.20 0.11
N 0.65 0.56 -1.35
N -0.14 -2.17 0.92
C -0.65 1.02 0.65
C -0.27 -0.12 -0.48
C 0.61 -1.34 -0.01
H 1.53 0.30 -0.95
H -0.23 -1.74 1.85
H 0.05 -3.23 1.13
H 0.07 0.95 1.59
H 0.57 0.13 -2.26
H 1.05 -2.08 -0.81
H -1.24 -0.48 -0.85
H -1.61 0.95 1.06
H 1.27 -0.62 0.64
H 0.44 2.07 -0.25
*
```


Model 3:
This record from OMol25 describes a cluster of 2 separate species, C3H10N2O in total. The level of theory is the ωB97M-V functional and the def2-TZVPD basis.

Computed properties:
- HOMO: -8.69 eV
- SMILES: CC/N=C\N.O

Structure (ORCA input):
```
! wB97M-V def2-TZVPD RIJCOSX def2/J DEFGRID3
* xyz 0 1
O 2.49 -1.58 -4.97
N 1.20 0.38 -0.10
N -0.04 0.20 1.94
C -1.20 0.89 1.44
C 1.04 -0.06 1.21
C -2.60 0.16 1.75
H -1.12 2.04 1.83
H 1.94 0.14 -0.71
H -2.66 -0.77 2.39
H -3.04 1.00 2.16
H 1.88 -0.59 1.72
H -3.00 -0.36 0.86
H 2.52 -2.30 -4.31
H -1.28 1.11 0.41
H 0.48 0.93 -0.55
H 3.39 -1.18 -5.06
*
```


Short version: model 1 is the most stable of them.


Model 1:
This record from OMol25 describes an isolated molecule of C3H10N2O. The level of theory is the ωB97M-V functional and the def2-TZVPD basis.

Computed properties:
- HOMO: -8.45 eV
- SMILES: C[C@H](N)[C@H](N)O

Structure (ORCA input):
```
! wB97M-V def2-TZVPD RIJCOSX def2/J DEFGRID3
* xyz 0 1
O -1.18 1.10 0.62
N -1.71 -1.03 -0.48
N 0.64 0.94 -1.20
C -0.89 -0.29 0.43
C 0.75 -0.18 -0.37
C 1.78 0.02 0.72
H -2.69 -0.96 -0.23
H 1.51 0.88 1.33
H 0.11 1.67 -0.67
H 0.85 -1.11 -0.92
H -1.77 0.43 1.32
H 0.10 0.74 -2.04
H 2.76 0.21 0.28
H -0.51 -0.87 1.28
H 1.85 -0.86 1.36
H -1.61 -0.69 -1.43
*
```


Model 2:
This record from OMol25 describes a cluster of 3 separate species, C3H10N2O in total. The level of theory is the ωB97M-V functional and the def2-TZVPD basis.

Computed properties:
- HOMO: -7.81 eV

Structure (ORCA input):
```
! wB97M-V def2-TZVPD RIJCOSX def2/J DEFGRID3
* xyz 0 1
O 0.88 -1.85 -2.23
N -0.89 -0.30 -1.52
N 0.57 1.40 1.77
C 0.67 2.61 1.78
C 0.04 -1.20 0.62
C -0.66 -0.10 -0.18
H -1.87 -0.48 -1.72
H 0.14 3.25 1.06
H -0.07 -0.87 -2.00
H 0.07 -0.78 1.62
H -0.51 -2.13 0.65
H 1.03 -1.40 0.23
H -1.52 0.25 0.40
H 0.71 -2.30 -3.06
H 0.10 0.76 0.07
H 1.32 3.14 2.51
*
```


Short version: model 1 is the most stable of them.


Model 1:
This record from OMol25 describes an isolated molecule of C3H10N2O. The level of theory is the ωB97M-V functional and the def2-TZVPD basis.

Computed properties:
- HOMO: -8.93 eV
- SMILES: NCNCCO

Structure (ORCA input):
```
! wB97M-V def2-TZVPD RIJCOSX def2/J DEFGRID3
* xyz 0 1
O 2.40 1.79 -0.58
N -0.73 0.01 -0.07
N -1.30 -2.02 1.45
C 0.70 0.16 -0.43
C 0.93 1.69 -0.22
C -1.12 -1.46 0.18
H -0.97 -1.54 2.25
H 2.53 2.40 -1.25
H -0.45 -1.88 -0.64
H 0.95 2.29 0.69
H 0.95 -0.14 -1.41
H -2.36 -2.24 1.74
H 0.36 2.25 -1.06
H 1.47 -0.24 0.34
H -1.34 0.43 -0.73
H -2.02 -1.49 -0.25
*
```


Model 2:
This record from OMol25 describes a cluster of 2 separate species, C3H10N2O in total. The level of theory is the ωB97M-V functional and the def2-TZVPD basis.

Computed properties:
- HOMO: -7.72 eV
- SMILES: C/C(N)=C/N.O

Structure (ORCA input):
```
! wB97M-V def2-TZVPD RIJCOSX def2/J DEFGRID3
* xyz 0 1
O 2.44 0.44 -1.36
N 0.81 1.16 1.23
N 0.00 -1.50 0.35
C -0.85 -0.36 0.28
C -0.46 0.85 0.68
C -2.16 -0.56 -0.44
H 2.89 -0.16 -0.77
H -2.75 -1.35 0.03
H -1.08 1.72 0.45
H 0.93 -1.17 0.53
H -1.98 -0.90 -1.45
H -2.73 0.36 -0.41
H 2.85 0.37 -2.21
H -0.28 -2.14 1.06
H 1.53 1.09 0.52
H 0.85 2.12 1.52
*
```


Model 3:
This record from OMol25 describes a structure of composition C3H10N2O. The level of theory is the ωB97M-V functional and the def2-TZVPD basis.

Computed properties:
- HOMO (alpha / beta): -6.79 / -6.79 eV

Structure (ORCA input):
```
! wB97M-V def2-TZVPD RIJCOSX def2/J DEFGRID3
* xyz 0 1
O -1.34 -0.45 -0.48
N 0.87 -0.11 1.49
N 0.89 -0.20 0.18
C -0.04 -0.09 -0.76
C -0.28 -0.67 2.15
C 0.37 0.02 -2.20
H 1.82 0.03 -0.17
H -0.23 0.79 -2.70
H -0.46 -1.72 1.88
H 0.14 2.10 1.19
H 0.19 -0.93 -2.73
H 1.42 0.27 -2.29
H -1.81 -0.71 -1.28
H -0.28 2.41 0.58
H -0.08 -0.62 3.22
H -1.20 -0.11 1.93
*
```


Short version: model 2 is the most stable of them.